(1)
Formula: C31H34ClF17IN6O4
Source: OMol25
Level of theory: wB97M-V/def2-TZVPD

M   1039.97 g mol⁻¹
Net charge   +1
HOMO level   -11.0 eV
HOMO-LUMO gap   0.268 hartree

Structure (XYZ):
```
94
Properties=species:S:1:pos:R:3:forces:R:3
C 4.202057 -0.875676 -0.675556 0.082 -0.539 0.580
C 4.014179 -0.832916 0.915680 1.780 -0.067 1.578
N 5.048282 -0.864629 1.749434 -3.688 -0.329 -2.293
C 2.561707 -0.729161 1.590451 -0.205 -0.651 0.201
N 1.417481 -0.964420 0.626211 0.980 5.265 1.213
C 0.719446 0.196028 0.157053 -2.703 -5.016 -2.413
O 0.881610 1.565292 0.430558 0.870 -3.635 -1.277
C 2.156170 2.072017 -0.014135 4.863 2.360 1.927
O 2.871923 2.620187 0.873979 -3.575 -2.306 -3.582
C 2.747241 1.958848 -1.471932 0.986 -0.127 -3.297
C 2.129869 1.179970 -2.661348 3.187 1.795 -0.654
C 2.894042 1.154041 -4.035458 1.597 1.470 1.927
C 4.261619 1.876360 -4.265844 -1.756 0.496 3.995
C 4.863246 2.685784 -3.084491 -3.406 -1.808 1.019
C 4.107151 2.708735 -1.738533 -0.880 -1.171 -1.596
N -0.328900 -0.324063 -0.690409 2.905 -1.862 2.057
C -0.172617 -1.787062 -0.680565 1.666 2.355 1.493
N -0.965177 -2.619393 -1.356544 -0.592 0.249 -1.260
C -2.105078 -1.963600 -2.121266 -0.757 0.516 -0.233
C -3.219436 -1.589718 -1.028156 -0.682 -0.580 -0.491
C -4.524099 -0.854072 -1.660604 0.992 -2.515 0.645
F -4.659270 -1.339178 -3.015698 -0.081 1.585 2.865
F -5.633962 -1.350580 -0.901047 1.917 1.700 -1.871
C -4.338164 0.732616 -1.585486 2.293 0.438 0.407
F -3.051178 0.985415 -2.199002 -2.866 -0.622 1.199
F -4.138507 1.137971 -0.219842 -1.132 -1.069 -3.341
C -5.376753 1.627097 -2.390599 1.560 1.892 -1.659
F -5.141149 2.992839 -2.008028 -1.035 -3.400 -0.623
F -4.991336 1.566732 -3.776637 -1.070 -0.213 3.273
C -6.919591 1.245010 -2.330846 -2.264 0.590 -2.269
F -7.563861 2.172585 -3.232959 1.586 -1.991 2.155
F -7.233773 -0.037095 -2.896972 1.375 2.949 1.908
C -7.654073 1.489629 -0.918289 -0.389 1.213 0.818
F -7.737983 2.920789 -0.777596 0.323 -3.418 -0.079
F -6.972073 0.955175 0.199983 -1.080 1.329 -2.595
C -9.157514 0.887999 -0.848700 -0.332 -1.847 -1.114
F -8.986931 -0.492148 -0.470116 -0.584 3.271 -0.633
F -9.824718 0.863567 -2.093561 1.694 0.402 2.657
C -10.121274 1.635830 0.191806 -2.653 0.012 -0.274
F -10.553116 2.925567 -0.256082 1.686 -3.209 1.099
F -11.326823 0.849636 0.241548 3.017 1.602 -0.095
C -9.589114 1.715140 1.700246 -0.662 0.802 3.437
F -8.653334 2.737777 1.950005 -2.082 -2.553 -1.072
F -10.734261 2.028839 2.508013 2.847 -0.743 -2.111
F -9.073782 0.510514 2.214787 -1.124 2.803 -1.743
C -0.877944 -4.094008 -1.457701 -0.007 -1.341 0.085
C -1.755221 -4.884618 -0.324907 -0.301 -1.023 -1.905
C -1.196764 -6.389215 -0.178368 -0.453 -0.242 -0.085
Cl -1.902073 -3.966699 1.253204 0.305 -0.685 -1.024
N 0.940944 -2.168337 0.152428 -2.269 1.493 -1.057
C 1.549256 -3.440244 0.575594 1.305 -1.485 -0.401
C 2.689723 -3.891540 -0.500943 -0.381 1.035 -3.603
O 2.628175 -3.622757 -1.721356 0.004 -1.097 5.300
I 4.387166 -5.014643 0.347154 -1.115 0.646 -0.416
H 4.908461 -1.760763 -0.896003 -1.018 1.500 0.325
H 3.221057 -1.066967 -1.239789 1.451 0.365 0.940
H 4.661359 0.095291 -1.067696 -0.612 -1.431 0.688
H 4.682066 -0.845568 2.728926 0.608 0.164 -0.747
H 2.384387 0.321506 2.032815 0.315 -1.615 -0.835
H 2.395979 -1.476025 2.452010 0.669 1.162 -1.248
H 1.138300 0.634694 -2.544823 1.524 0.860 -0.294
H 2.482600 0.583787 -4.947945 0.500 0.965 1.870
H 4.846922 1.856145 -5.242526 -1.214 -0.151 1.418
H 5.849027 3.275447 -3.129938 -1.788 -1.150 -0.129
H 4.559113 3.303921 -0.859877 -0.868 -1.130 -1.621
H -1.713716 -1.072451 -2.726925 -0.547 -1.183 1.227
H -2.559373 -2.685978 -2.900075 0.992 0.924 1.536
H -3.621224 -2.594192 -0.617790 0.548 1.742 -0.600
H -2.776898 -1.005624 -0.155119 -0.707 -0.617 -1.352
H -1.352218 -4.419041 -2.461915 0.856 0.757 1.615
H 0.203629 -4.503879 -1.509375 -1.688 1.060 0.291
H -2.807048 -4.985620 -0.796932 1.539 0.476 1.280
H -0.127203 -6.471818 -0.571891 -1.317 0.141 0.801
H -1.824548 -7.120457 -0.820402 0.952 1.379 0.974
H -1.288911 -6.769144 0.896799 0.310 0.675 -1.536
H 0.819852 -4.332203 0.622915 0.801 1.753 -0.098
H 2.077180 -3.417594 1.592035 -1.012 0.452 -1.453
C 5.749534 2.722169 5.123021 -0.070 -0.006 0.290
C 6.785769 1.894283 4.367995 -0.232 0.370 -0.149
C 7.853117 2.747503 3.652135 0.106 -0.303 -0.143
O 7.402263 3.362760 2.448656 0.143 0.053 0.420
C 6.676302 4.566384 2.639494 -0.086 -0.108 -0.354
N 6.091904 1.001816 3.430367 0.316 0.130 0.094
H 5.015190 3.183314 4.460121 0.100 -0.029 -0.050
H 5.193373 2.087848 5.820076 0.076 0.039 -0.111
H 6.228493 3.514797 5.705315 -0.051 -0.050 -0.052
H 7.304930 1.275742 5.108200 0.073 0.018 -0.127
H 8.669314 2.081703 3.352026 -0.094 0.051 -0.087
H 8.293416 3.491435 4.326753 -0.145 0.072 0.024
H 7.047513 5.141870 3.491836 -0.034 -0.064 0.036
H 5.612927 4.349531 2.759562 -0.047 0.166 0.162
H 6.787279 5.172194 1.737197 0.090 -0.075 0.056
H 6.776679 0.384136 2.997904 -0.140 -0.011 0.053
H 5.761763 1.576833 2.654305 0.008 -0.069 0.110
```
Forces are in eV/Å.

---

(2)
Formula: C31H34ClN3ORhSSi
Source: OMol25
Level of theory: wB97M-V/def2-TZVPD

M   663.14 g mol⁻¹
Net charge   +1
HOMO level   -10.9 eV
HOMO-LUMO gap   0.293 hartree

Structure (XYZ):
```
73
Properties=species:S:1:pos:R:3:forces:R:3
Rh 0.196951 -1.712918 -0.523463 3.252 -0.557 1.139
C 3.231787 -1.221445 -0.538798 -0.040 -0.114 -0.206
C 2.713650 -1.202534 -1.969803 0.164 0.142 0.106
N 1.500168 -2.033854 -2.110048 -0.776 -0.132 0.127
C 1.692144 -3.476491 -2.346864 0.178 -0.135 -0.057
C 2.110125 -4.252336 -1.105767 0.017 -0.041 0.015
S 1.073722 -3.859121 0.347141 -0.782 0.305 -0.187
C 2.249548 -3.222573 1.590359 -0.038 0.062 -0.013
C 2.262737 -1.694089 1.698729 0.092 -0.218 0.021
N 2.098868 -1.074405 0.386184 -1.119 0.324 -0.031
H 3.751148 -2.152113 -0.313414 -0.036 0.001 0.011
H 3.951551 -0.410715 -0.403961 -0.022 -0.002 0.058
H 2.423517 -0.185842 -2.224570 -0.054 -0.018 -0.029
H 3.484839 -1.529957 -2.671388 -0.016 -0.032 0.016
H 0.942287 -1.650615 -2.872124 0.055 -0.042 -0.049
H 0.737454 -3.862771 -2.696568 -0.037 0.051 -0.013
H 2.438676 -3.641126 -3.130383 -0.023 0.041 -0.003
H 1.964177 -5.312632 -1.305518 0.065 -0.014 0.020
H 3.153921 -4.112079 -0.831354 -0.008 0.038 -0.023
H 1.925493 -3.644335 2.540598 0.065 -0.050 -0.003
H 3.222756 -3.656691 1.363772 0.020 0.053 -0.002
H 1.424277 -1.369910 2.312391 0.016 0.048 0.001
H 3.186387 -1.373337 2.192010 -0.007 0.024 -0.030
H 1.853372 -0.086196 0.473011 0.245 0.056 0.113
Cl -1.503871 -2.710876 -1.670834 -0.413 0.180 -0.186
O 0.229180 0.100009 -1.199201 -0.398 0.385 -0.938
Si -0.023178 1.674884 -0.933876 -0.471 0.115 -0.055
C -1.766172 1.904116 -0.292128 0.074 -0.057 0.270
C -2.173122 2.962087 0.525091 -0.053 -0.014 -0.096
C -3.478159 3.045760 0.991981 0.020 0.030 0.022
C -4.404888 2.075432 0.637149 -0.015 0.026 -0.014
C -4.024412 1.024189 -0.186116 0.022 0.015 -0.087
C -2.714531 0.935503 -0.638782 0.000 0.032 0.058
C 0.187133 2.565782 -2.565855 0.288 -0.164 -0.005
C -0.341400 1.975382 -3.719658 0.005 0.016 0.026
C -0.124324 2.528876 -4.972413 -0.037 0.002 0.013
C 0.631525 3.687480 -5.096091 -0.014 0.006 -0.006
C 1.144764 4.301145 -3.963813 -0.015 0.027 0.035
C 0.922959 3.744183 -2.710261 -0.106 0.013 -0.029
C 1.298594 2.241977 0.279851 -0.034 0.026 0.101
C 2.620188 2.395254 -0.162403 -0.006 0.009 0.001
C 3.650698 2.684868 0.721498 0.003 -0.035 -0.009
C 3.380949 2.823347 2.077231 0.018 0.005 0.008
C 2.083774 2.662728 2.541595 -0.015 -0.044 0.018
C 1.056639 2.370927 1.651496 0.031 -0.069 -0.021
H -1.469815 3.742764 0.793375 0.019 -0.004 0.028
H -3.772611 3.870685 1.628249 -0.010 0.003 -0.011
H -5.425007 2.144724 0.993598 -0.016 0.015 -0.005
H -4.748710 0.274345 -0.481021 -0.005 -0.009 -0.007
H -2.422201 0.095095 -1.259956 -0.023 0.007 -0.008
H -0.939274 1.073495 -3.633404 0.045 -0.031 -0.012
H -0.546882 2.060697 -5.852468 0.007 0.000 0.000
H 0.811053 4.115854 -6.073704 -0.007 0.005 0.002
H 1.719173 5.214243 -4.054907 -0.005 0.000 -0.003
H 1.318710 4.246684 -1.835069 0.056 -0.023 0.002
H 2.843261 2.306510 -1.221635 -0.001 0.015 0.001
H 4.660958 2.815419 0.353631 -0.002 0.012 0.000
H 4.178871 3.066993 2.766728 0.002 -0.013 0.005
H 1.869884 2.767640 3.597699 0.001 0.017 0.002
H 0.050467 2.236678 2.031768 -0.026 0.032 0.007
N -0.993957 -1.304871 1.101406 -0.168 -0.593 -0.183
C -1.863902 -1.583979 1.796664 0.037 0.181 -0.010
C -2.938698 -1.929543 2.668580 -0.027 0.126 0.089
C -2.816359 -3.045688 3.497695 0.020 -0.005 -0.031
C -3.858207 -3.367457 4.346586 -0.014 -0.006 -0.003
C -5.004285 -2.580956 4.366729 0.003 0.003 -0.017
C -5.119220 -1.471645 3.538548 0.000 -0.043 0.022
C -4.086461 -1.136988 2.681953 -0.001 0.052 -0.029
H -1.919535 -3.649699 3.463843 -0.004 -0.005 0.016
H -3.780340 -4.232033 4.990870 -0.001 0.003 0.004
H -5.816526 -2.837850 5.033353 -0.002 -0.001 0.004
H -6.016072 -0.868463 3.559234 -0.003 0.006 0.004
H -4.156215 -0.277624 2.027021 0.025 -0.032 0.045
```
Forces are in eV/Å.

---

(3)
Formula: C31H34MoN7O4
Source: OMol25
Level of theory: wB97M-V/def2-TZVPD

M   664.60 g mol⁻¹
Net charge   +1
HOMO level   -9.7 eV
HOMO-LUMO gap   0.229 hartree

Structure (XYZ):
```
77
Properties=species:S:1:pos:R:3:forces:R:3
Mo 0.329939 0.288126 -1.253672 0.632 0.423 -0.428
C -3.534082 1.872521 -2.462606 -0.279 0.183 -0.036
C -2.215462 1.810855 -1.775592 0.070 0.194 0.277
O -1.583620 0.720938 -1.845240 -0.560 -0.235 -0.529
C -1.725211 2.892714 -1.000735 -0.206 -0.075 0.365
C -0.434214 2.988222 -0.556812 0.192 0.391 -0.597
C 0.035633 3.998888 0.425014 -0.025 0.232 -0.008
N 0.534799 2.228970 -1.195257 -0.160 -0.455 -0.093
N 1.356642 2.973915 -2.035514 -0.176 -0.047 0.540
C 1.749051 2.169688 -2.967253 -0.252 -0.068 -0.147
O 1.368427 0.914773 -2.906578 0.206 0.008 0.355
C 2.501109 2.656043 -4.141724 -0.020 -0.120 0.032
C 2.987033 1.747281 -5.073903 0.093 -0.072 -0.069
C 3.649159 2.198929 -6.207658 -0.007 -0.019 0.030
C 3.822157 3.560202 -6.413390 -0.007 0.007 0.007
C 3.346511 4.471213 -5.475226 0.042 -0.023 -0.024
C 2.689951 4.022405 -4.341703 -0.006 0.028 0.073
H -4.172926 1.049819 -2.132189 0.044 0.035 -0.019
H -3.381659 1.758703 -3.537565 0.004 0.003 0.011
H -4.040430 2.820643 -2.280973 0.019 -0.103 -0.031
H -2.421835 3.673966 -0.713351 0.026 -0.152 0.051
H 0.821107 4.607412 -0.028856 -0.034 -0.028 0.019
H 0.483758 3.484116 1.279736 0.000 0.011 -0.033
H -0.778135 4.633353 0.777775 0.079 -0.042 -0.038
H 2.859937 0.685700 -4.900224 -0.009 0.057 -0.028
H 4.035871 1.487871 -6.928033 -0.040 0.035 0.037
H 4.330160 3.911035 -7.304757 -0.026 -0.008 0.084
H 3.492682 5.532968 -5.632631 -0.027 -0.048 0.023
H 2.315082 4.715530 -3.598817 0.015 0.004 -0.084
C -4.056825 -3.331131 3.539599 -0.006 0.016 0.192
O -3.570027 -2.818838 4.772200 -0.302 -0.146 -0.210
C -2.239562 -2.660546 4.904044 0.195 0.127 -0.040
C -1.797742 -2.170389 6.130897 -0.026 0.090 0.216
C -0.454640 -1.932137 6.341630 -0.012 0.141 0.066
C 0.472429 -2.134026 5.319101 -0.227 0.584 -0.197
C 0.032871 -2.678114 4.117090 0.004 -0.369 0.022
C -1.314032 -2.945403 3.903521 0.228 -0.080 -0.087
N 1.823369 -1.768349 5.610773 0.012 -1.643 -0.485
N 2.685374 -1.636656 4.718003 0.663 1.677 0.861
C 2.511727 -1.194828 3.394550 -0.636 -0.450 -0.350
C 3.520376 -1.511767 2.516728 0.119 -0.216 -0.089
C 3.420996 -1.296108 1.125872 0.675 -0.287 0.298
C 2.304662 -0.718712 0.606248 -0.413 0.453 -0.312
O 2.077728 -0.518646 -0.683959 0.016 -0.788 0.182
C 1.315046 -0.235629 1.508512 0.178 0.111 0.163
N 0.279078 0.426879 0.912080 0.403 -0.180 0.519
C -0.665110 0.907719 1.690235 -0.414 0.213 0.182
C -0.603861 0.847628 3.086958 -0.323 0.188 -0.042
C 0.440363 0.212046 3.694789 0.069 0.154 0.188
C 1.418064 -0.413631 2.903723 0.132 0.026 -0.167
H -5.136334 -3.357129 3.632352 -0.061 -0.007 0.014
H -3.686456 -4.340568 3.353137 0.032 -0.030 0.018
H -3.784482 -2.682890 2.703526 0.030 0.069 -0.021
H -2.537479 -1.976857 6.901072 0.122 -0.055 -0.044
H -0.096541 -1.557406 7.295622 -0.057 -0.022 -0.093
H 0.759269 -2.922951 3.349472 -0.156 0.003 0.016
H -1.631780 -3.377566 2.962464 0.065 -0.017 0.082
H 4.400207 -1.980740 2.943212 -0.060 -0.086 -0.129
H 4.222423 -1.583664 0.453990 -0.044 -0.022 0.128
H -1.504953 1.370009 1.186530 -0.045 0.059 0.055
H -1.397017 1.288232 3.678711 0.066 0.057 -0.106
H 0.506604 0.206373 4.776644 0.019 -0.012 -0.200
N -1.031615 -1.496330 -0.275935 -0.159 0.148 -0.683
C -2.104281 -2.161528 -1.069812 0.311 -0.119 0.073
C -1.535883 -2.917191 -2.254951 0.015 0.069 0.112
C -0.896322 -2.003964 -3.276987 0.161 -0.111 0.130
N 0.339158 -1.391678 -2.731265 -0.393 0.231 -0.493
H -0.405170 -2.203076 0.096423 0.120 -0.067 0.107
H -1.466317 -1.053535 0.519689 -0.034 0.031 0.247
H -2.781295 -1.387759 -1.418442 -0.065 0.099 0.012
H -2.663221 -2.852300 -0.437757 -0.032 0.024 0.111
H -2.341212 -3.476903 -2.730550 -0.007 -0.028 0.009
H -0.798505 -3.652756 -1.908353 -0.074 -0.040 -0.034
H -1.578186 -1.202333 -3.544484 -0.044 0.120 -0.040
H -0.672496 -2.570421 -4.178049 0.117 -0.030 -0.115
H 0.820172 -0.903091 -3.483340 0.118 0.022 0.015
H 0.979956 -2.118165 -2.427805 0.130 -0.019 0.179
```
Forces are in eV/Å.